(1)
102
Properties=species:S:1:pos:R:3:lowdin_charge:R:1 method="wB97M-V/def2-TZVPD" s_squared=6.0481 largest_force_ev_per_a=0.70 energy_ha=-4212.33615 gap_ev="5.8153 / 5.6796" lumo_ev="-5.58 / -7.73" total_charge=+2 multiplicity=5
Rh 0.34 0.49 -0.04 0.36
Cl -6.57 0.94 1.01 0.84
C -5.03 0.42 0.52 -0.57
C -4.88 -0.91 0.14 -0.15
C -3.65 -1.37 -0.28 -0.63
I -3.42 -3.32 -0.91 1.10
C -2.49 -0.50 -0.29 -0.44
O -1.37 -0.89 -0.66 -0.21
C -2.67 0.89 0.14 -0.16
N -1.59 1.69 0.11 0.01
C -1.73 2.97 0.43 -0.08
C -2.97 3.52 0.79 0.00
C -4.07 2.72 0.83 0.01
C -3.94 1.36 0.50 -0.15
H -5.73 -1.57 0.17 0.11
H -0.84 3.58 0.40 0.12
H -3.03 4.58 1.03 0.13
H -5.04 3.11 1.11 0.11
C 2.76 -1.74 2.93 -0.10
N 1.94 -1.01 1.95 -0.50
P 0.39 -0.40 2.24 0.93
C 0.47 0.26 3.92 -0.36
C 0.80 1.61 4.07 -0.11
C 0.95 2.16 5.34 -0.07
C 0.77 1.36 6.46 -0.06
C 0.44 0.02 6.32 -0.05
C 0.29 -0.53 5.06 -0.08
C -0.72 -1.84 2.39 -0.36
C -2.01 -1.64 2.88 -0.11
C -2.89 -2.71 3.00 -0.08
C -2.48 -3.99 2.62 -0.11
C -1.21 -4.18 2.10 -0.08
C -0.33 -3.11 1.98 -0.08
P 2.35 -0.73 0.32 0.89
C 2.47 -2.36 -0.46 -0.35
C 1.41 -2.77 -1.27 -0.13
C 1.39 -4.04 -1.83 -0.07
C 2.43 -4.92 -1.59 -0.06
C 3.49 -4.53 -0.77 -0.05
C 3.51 -3.26 -0.21 -0.09
C 4.05 -0.09 0.42 -0.36
C 4.32 0.86 1.41 -0.10
C 5.59 1.41 1.53 -0.06
C 6.60 1.02 0.65 -0.06
C 6.33 0.09 -0.35 -0.06
C 5.06 -0.46 -0.47 -0.11
H 2.90 -1.13 3.83 0.09
H 3.74 -1.94 2.51 0.08
H 2.30 -2.68 3.22 0.08
H 0.93 2.23 3.19 0.09
H 1.21 3.21 5.45 0.11
H 0.89 1.79 7.45 0.12
H 0.31 -0.60 7.20 0.12
H 0.03 -1.58 4.96 0.11
H -2.32 -0.65 3.21 0.11
H -3.88 -2.56 3.41 0.11
H -3.16 -4.83 2.72 0.11
H -0.89 -5.17 1.80 0.12
H 0.66 -3.27 1.57 0.09
H 0.57 -2.11 -1.43 0.04
H 0.55 -4.35 -2.45 0.11
H 2.43 -5.92 -2.02 0.12
H 4.30 -5.22 -0.57 0.12
H 4.34 -2.97 0.42 0.10
H 3.54 1.15 2.10 0.10
H 5.80 2.14 2.30 0.11
H 7.59 1.44 0.75 0.11
H 7.11 -0.21 -1.03 0.11
H 4.86 -1.17 -1.26 0.10
C 3.42 1.83 -6.22 -0.17
Si 2.71 0.86 -4.83 0.39
C 2.56 -0.95 -5.20 -0.18
C 3.64 1.13 -3.25 -0.18
C 0.94 1.56 -4.53 -0.53
Te -0.05 0.59 -2.96 1.53
C -1.09 -0.81 -4.13 -0.51
Si -2.75 -0.20 -4.89 0.40
C -2.52 1.42 -5.75 -0.18
C -3.93 0.01 -3.48 -0.16
C -3.22 -1.55 -6.05 -0.16
H 4.43 1.46 -6.45 0.05
H 3.51 2.89 -5.97 0.05
H 2.82 1.74 -7.14 0.05
H 3.54 -1.37 -5.43 0.05
H 1.92 -1.13 -6.08 0.04
H 2.15 -1.51 -4.35 0.02
H 4.70 0.87 -3.37 0.05
H 3.24 0.51 -2.44 -0.01
H 3.59 2.18 -2.92 0.05
H 0.32 1.46 -5.42 0.01
H 1.02 2.62 -4.27 0.03
H -1.30 -1.65 -3.46 0.01
H -0.40 -1.12 -4.91 0.02
H -2.10 2.20 -5.10 0.03
H -3.49 1.78 -6.10 0.05
H -1.88 1.33 -6.64 0.04
H -3.55 0.74 -2.74 0.03
H -4.11 -0.94 -2.97 0.01
H -4.90 0.38 -3.84 0.06
H -2.53 -1.59 -6.90 0.05
H -4.23 -1.40 -6.45 0.05
H -3.20 -2.53 -5.55 0.04

=====

(2)
51
Properties=species:S:1:pos:R:3:lowdin_charge:R:1 method="wB97M-V/def2-TZVPD" s_squared=8.7544 largest_force_ev_per_a=0.62 energy_ha=-2823.73329 gap_ev="8.4437 / 8.4175" lumo_ev="-2.77 / -2.85" total_charge=+1 multiplicity=6
Mn 0.07 0.95 0.12 0.69
O -3.26 -0.97 1.91 0.12
C -2.45 -0.41 1.21 -0.44
N -1.11 -0.19 1.46 0.00
C -0.59 -0.44 2.72 -0.44
O -1.19 -0.59 3.76 0.13
C 0.92 -0.47 2.71 -0.19
C 1.61 -0.85 3.85 0.02
C 2.99 -0.92 3.79 -0.03
C 3.64 -0.61 2.60 -0.03
C 2.87 -0.22 1.51 -0.13
N 1.54 -0.16 1.56 0.04
C -2.85 0.05 -0.18 -0.18
C -4.17 -0.07 -0.58 0.02
C -4.50 0.31 -1.87 -0.02
C -3.51 0.79 -2.71 -0.03
C -2.22 0.88 -2.23 -0.13
N -1.89 0.52 -0.98 0.03
H 1.05 -1.09 4.74 0.13
H 3.57 -1.22 4.66 0.12
H 4.71 -0.66 2.52 0.11
H 3.32 0.03 0.56 0.10
H -4.89 -0.47 0.12 0.13
H -5.53 0.24 -2.21 0.12
H -3.73 1.10 -3.72 0.11
H -1.40 1.22 -2.85 0.10
C 1.55 3.15 -0.61 -0.11
C 0.27 3.38 -1.11 -0.11
C -0.81 3.51 -0.24 -0.10
C -0.61 3.41 1.14 -0.08
C 0.67 3.17 1.64 -0.08
C 1.75 3.05 0.77 -0.09
H 2.38 3.03 -1.29 0.12
H 0.11 3.45 -2.18 0.12
H -1.80 3.67 -0.63 0.12
H -1.45 3.48 1.82 0.13
H 0.83 3.08 2.71 0.13
H 2.74 2.86 1.16 0.12
C 1.88 -2.72 -3.53 -0.02
N 1.08 -2.80 -2.32 -0.12
C 0.51 -3.94 -1.80 -0.03
C -0.14 -3.60 -0.67 -0.04
N 0.04 -2.24 -0.52 0.09
C 0.78 -1.75 -1.53 -0.72
S 1.29 -0.14 -1.81 0.67
H 1.89 -3.69 -4.00 0.10
H 2.90 -2.41 -3.28 0.10
H 1.45 -1.99 -4.21 0.09
H 0.63 -4.90 -2.28 0.13
H -0.71 -4.18 0.03 0.13
H -0.31 -1.66 0.24 0.10

=====

(3)
122
Properties=species:S:1:pos:R:3:lowdin_charge:R:1 method="wB97M-V/def2-TZVPD" largest_force_ev_per_a=3.64 energy_ha=-2967.68398 gap_ev=9.4207 lumo_ev=0.20 total_charge=0
Na -0.26 0.33 0.35 0.32
C -4.08 -0.77 -1.72 -0.70
F -4.35 -1.66 -0.76 0.14
F -4.88 -0.93 -2.78 0.14
F -4.29 0.43 -1.27 0.16
S -2.35 -0.91 -2.28 0.55
O -2.07 -2.34 -2.67 -0.31
O -2.43 -0.03 -3.38 -0.29
O -1.64 -0.37 -1.13 -0.33
C 1.55 -2.87 2.72 -0.02
C 0.87 -3.19 1.36 -0.41
C -0.60 -3.59 1.54 -0.21
O -0.69 -4.81 2.20 -0.17
C -2.02 -5.27 2.45 -0.09
N 1.11 -2.14 0.40 0.07
H 1.15 -1.88 2.98 0.06
H 2.67 -2.73 2.63 0.10
H 1.25 -3.54 3.47 0.05
H 1.30 -4.10 0.93 0.14
H -1.13 -3.77 0.63 0.12
H -1.20 -2.83 2.12 0.12
H -2.08 -6.17 3.01 0.07
H -2.59 -5.53 1.53 0.10
H -2.64 -4.60 3.01 0.07
H 0.68 -2.33 -0.51 0.08
H 2.10 -1.98 0.42 0.05
C 6.21 -1.59 -1.46 -0.03
C 4.63 -1.35 -1.57 -0.45
C 4.01 -2.51 -2.19 -0.08
O 4.05 -1.07 -0.26 -0.07
H 6.63 -1.45 -2.46 0.08
H 6.44 -2.62 -1.15 0.08
H 6.67 -1.01 -0.66 0.07
H 4.46 -0.47 -2.12 0.10
H 4.17 -3.42 -1.58 0.10
H 4.41 -2.73 -3.18 0.09
H 2.90 -2.47 -2.20 0.07
H 4.74 -1.11 0.39 0.07
C 1.50 0.17 -2.73 -0.03
C 2.03 1.59 -2.41 -0.41
C 2.05 2.46 -3.68 -0.04
O 1.27 2.23 -1.36 -0.07
H 2.16 -0.30 -3.48 0.09
H 0.53 0.28 -3.28 0.09
H 1.47 -0.53 -1.84 0.08
H 3.07 1.43 -2.14 0.12
H 1.08 2.46 -4.19 0.08
H 2.78 2.05 -4.39 0.09
H 2.16 3.48 -3.39 0.07
H 0.46 2.63 -1.71 0.07
C -2.59 -1.24 3.82 -0.03
C -3.22 -0.78 2.49 -0.46
C -4.60 -0.24 2.66 -0.04
O -2.38 0.22 1.90 -0.08
H -1.51 -1.25 3.61 0.07
H -2.89 -2.19 4.16 0.05
H -2.83 -0.51 4.65 0.11
H -3.22 -1.63 1.88 0.10
H -5.13 0.05 1.77 0.07
H -4.64 0.58 3.33 0.07
H -5.18 -1.11 3.14 0.12
H -2.75 0.44 1.03 0.07
C -3.54 3.30 -3.33 -0.05
C -2.03 3.48 -3.50 -0.45
C -1.49 4.87 -3.15 -0.03
O -1.44 2.51 -2.64 -0.09
H -4.08 3.77 -4.21 0.09
H -4.09 3.56 -2.42 0.08
H -3.83 2.24 -3.53 0.08
H -1.78 3.33 -4.55 0.13
H -1.83 5.60 -3.84 0.07
H -0.38 4.84 -3.09 0.09
H -1.85 5.21 -2.17 0.06
H -1.74 1.63 -2.95 0.04
C 3.43 3.05 1.30 -0.06
C 2.77 1.70 1.39 -0.50
C 3.01 1.16 2.76 -0.04
O 1.38 1.79 1.19 -0.09
H 3.26 3.65 0.34 0.10
H 4.52 2.94 1.34 0.08
H 3.13 3.71 2.10 0.08
H 3.21 1.07 0.52 0.15
H 2.82 0.13 2.98 0.06
H 2.44 1.75 3.52 0.08
H 4.06 1.34 3.00 0.08
H 1.24 2.11 0.27 0.03
C 0.33 2.93 4.62 -0.07
C -0.24 1.53 4.77 -0.51
C -0.24 1.19 6.26 -0.04
O -1.54 1.56 4.29 -0.05
H 1.24 3.17 5.18 0.07
H -0.41 3.62 5.15 0.11
H 0.50 3.09 3.52 0.07
H 0.32 0.80 4.24 0.11
H -0.09 0.15 6.41 0.06
H -1.18 1.47 6.76 0.09
H 0.50 1.80 6.76 0.07
H -1.63 1.22 3.40 0.04
C -0.30 -4.71 -5.14 -0.05
C 0.44 -4.85 -3.80 -0.51
C 1.86 -5.18 -4.02 -0.08
O 0.48 -3.68 -2.99 -0.06
H -1.35 -4.49 -5.01 0.08
H -0.11 -5.61 -5.74 0.08
H 0.16 -3.89 -5.72 0.09
H -0.12 -5.61 -3.29 0.13
H 2.32 -5.37 -3.09 0.06
H 2.39 -4.30 -4.44 0.09
H 2.05 -5.99 -4.76 0.09
H -0.40 -3.33 -2.91 0.02
C -1.36 4.65 0.47 -0.04
C -1.69 3.41 1.18 -0.48
C -3.07 3.42 1.84 -0.02
O -1.64 2.32 0.23 -0.07
H -0.34 4.45 0.00 0.13
H -1.38 5.55 1.05 0.09
H -2.09 4.83 -0.28 0.05
H -1.03 3.15 1.95 0.09
H -3.05 4.36 2.45 0.11
H -3.33 2.44 2.30 0.07
H -3.72 3.55 0.96 0.08
H -1.81 2.68 -0.64 0.06

=====

(4)
9
Properties=species:S:1:pos:R:3:lowdin_charge:R:1 method="wB97M-V/def2-TZVPD" largest_force_ev_per_a=1.87 energy_ha=-552.63860 gap_ev=5.6366 lumo_ev=3.24 total_charge=-1
S -4.47 -2.47 0.11 -0.47
H -4.36 -3.11 1.28 -0.53
O 1.81 2.02 -1.41 0.02
C 1.14 1.09 -1.02 -0.31
C 1.27 0.59 0.39 -0.06
H 0.39 0.62 -1.67 0.12
H 1.12 1.34 1.16 0.08
H 2.32 0.28 0.53 0.08
H 0.78 -0.36 0.61 0.08